Record 1
Below is a molecular structure, C44H37BrIN6O6Rb, with properties calculated with wB97M-V/def2-TZVPD.

Computed properties:
multiplicity = 1
E_tot = -5374.79858 Eh
net charge = -2
F_max = 1.16 eV/A
ΔE to the lowest compared entry with this formula, charge and spin = 20.7 kJ/mol
HOMO level = -0.0796 Ha

XYZ file:
```
96
C44H37BrIN6O6Rb | the Open Molecules 2025 dataset | wB97M-V/def2-TZVPD
I 0.46 -3.88 -0.78
Rb 0.73 -0.22 -0.12
Br 0.14 7.39 2.16
O -0.64 1.52 1.32
O -1.32 0.86 -1.54
O -0.62 -1.17 2.50
O 1.07 2.74 -0.14
O -3.23 -3.07 -4.76
O 2.18 -0.73 -2.17
N -3.13 3.38 4.17
N -2.55 1.54 3.08
N -4.78 0.02 -1.58
N 3.94 0.58 -0.27
N 2.83 0.65 2.56
N -0.90 -2.64 -3.55
C -2.34 -1.09 -2.44
C 2.42 -4.94 -4.52
C 3.94 -0.13 2.08
C 4.83 1.23 -3.69
C 2.26 -3.46 4.33
C -1.31 3.52 2.47
C 2.00 3.33 -1.00
C 0.62 -3.48 -5.14
C -5.57 1.15 5.82
C -5.19 -0.01 5.12
C 4.40 1.28 -4.99
C 1.68 -4.29 -5.50
C -0.55 2.81 1.53
C 4.67 0.62 0.96
C -2.31 2.81 3.22
C 3.18 0.67 -5.32
C 4.08 0.62 -2.67
C 1.00 -3.98 4.06
C -4.19 0.01 4.18
C 1.02 -3.97 -2.83
C -1.08 -1.62 -2.78
C 2.44 0.04 -4.37
C 1.82 0.06 3.07
C 0.03 -3.22 3.47
C -0.15 5.53 1.89
C -3.56 1.22 3.94
C 0.26 -1.86 3.07
C 0.42 3.50 0.74
C 2.84 -0.06 -2.99
C -3.58 -1.73 -2.71
C 4.61 0.65 -1.35
C -4.73 -1.14 -2.25
C -3.94 2.39 4.64
C -4.95 2.36 5.59
C -3.75 1.97 -0.61
C 2.08 -4.78 -3.19
C 2.53 -2.15 3.98
C 0.60 4.86 0.93
C 0.25 -3.30 -3.80
C -3.66 0.66 -1.34
C 1.58 -1.34 3.37
C -3.67 -3.07 -3.42
C -1.10 4.90 2.65
C -2.35 0.18 -1.75
H 5.68 0.19 0.84
H 3.49 -1.73 4.24
H -5.70 -0.94 5.35
H 5.72 0.75 -1.30
H -0.22 -1.06 -2.40
H -3.88 -0.87 3.64
H -4.66 2.49 -0.87
H -3.14 4.34 4.47
H 0.04 -2.97 -5.89
H 1.53 4.06 -1.66
H -5.23 3.25 6.13
H -1.67 5.46 3.38
H -2.88 2.58 -0.86
H 4.78 1.67 1.28
H 5.00 1.76 -5.75
H -5.70 -1.61 -2.41
H 1.32 5.42 0.35
H -3.74 1.79 0.47
H -6.36 1.09 6.55
H 4.65 -0.29 2.89
H -0.95 -3.63 3.28
H 2.83 0.70 -6.35
H 2.64 -5.29 -2.43
H 3.02 -4.07 4.82
H 1.49 -0.43 -4.62
H 2.41 2.51 -1.59
H -1.31 1.09 1.92
H 0.99 0.72 3.34
H 5.76 1.71 -3.41
H 3.24 -5.59 -4.80
H -2.27 -2.90 -4.69
H -3.10 -3.82 -2.83
H -4.72 -3.39 -3.45
H 0.79 -5.01 4.33
H 3.63 -1.12 1.69
H 2.82 3.81 -0.44
H 1.94 -4.41 -6.54
```


Record 2
Below is a molecular structure, C44H37Cl2GeN5O4Os, with properties calculated with wB97M-V/def2-TZVPD.

Computed properties:
multiplicity = 1
E_tot = -5361.16967 Eh
net charge = +2
F_max = 2.32 eV/A
ΔE to the lowest compared entry with this formula, charge and spin = 220.0 kJ/mol
HOMO level = -0.4623 Ha

XYZ file:
```
94
C44H37Cl2GeN5O4Os | the Open Molecules 2025 dataset | wB97M-V/def2-TZVPD
Os -0.26 -0.09 -0.38
Ge -1.63 -3.33 1.93
Cl 3.61 2.10 -6.15
Cl 2.41 3.87 -1.21
O 0.44 -1.24 -1.83
O -1.38 -1.64 0.27
O -1.85 -0.96 -1.68
O 0.81 1.47 -1.07
N -1.89 1.06 0.21
N 0.15 0.52 1.69
N 1.94 -0.65 0.16
N 3.72 -0.22 1.41
N -2.83 2.32 1.76
C -2.76 -3.15 -0.90
C -1.14 -5.61 3.80
C 2.22 -4.21 0.48
C 4.21 -0.83 0.27
C -4.24 -0.39 3.49
C -6.03 1.58 0.09
C -2.08 -4.75 3.23
C 3.31 -1.81 -1.73
C -3.43 -4.94 3.56
C 0.86 -3.99 0.60
C -2.00 -1.88 -0.81
C -3.83 -5.99 4.37
C 1.43 0.52 -3.18
C 3.07 -3.93 1.54
C 1.17 -3.24 2.85
C 2.54 -3.44 2.73
C -3.87 1.89 0.95
C -2.22 -0.20 4.77
C -2.88 -6.85 4.91
C -3.53 0.21 4.52
C 3.10 -1.12 -0.53
C -2.74 -3.97 0.42
C 2.91 2.82 -3.63
C 5.52 -1.16 -0.07
C 2.80 1.84 -4.65
C 2.08 0.71 -4.43
C -3.66 -1.39 2.72
C -4.13 0.54 -1.03
C -5.48 0.79 -0.93
C 4.60 -2.14 -2.08
C -1.70 1.84 1.26
C 2.39 -0.15 1.28
C -5.23 2.15 1.05
C -1.54 -6.66 4.62
C 2.27 2.67 -2.44
C -3.30 1.08 -0.04
C -2.36 -1.82 2.96
C -1.65 -1.21 4.00
C 0.90 -0.74 -2.93
C 0.30 -3.51 1.79
C 1.49 0.42 2.28
C 5.70 -1.82 -1.27
C -0.35 1.91 1.81
C 1.46 1.53 -2.18
H 1.84 1.40 2.60
H -3.78 -2.90 -1.21
H -1.66 0.24 5.58
H -0.48 -0.13 2.17
H 4.78 -2.68 -3.00
H -3.18 -7.66 5.56
H 0.78 -2.92 3.81
H -4.25 -1.83 1.92
H -5.26 -0.08 3.29
H 6.35 -0.92 0.58
H -0.09 -5.50 3.58
H -0.33 2.29 2.84
H -0.65 -1.55 4.25
H 0.30 2.54 1.19
H -5.63 2.79 1.82
H 2.02 -0.05 -5.20
H -7.10 1.76 0.11
H -6.14 0.38 -1.68
H -4.19 -4.27 3.18
H -4.88 -6.14 4.60
H 3.19 -3.25 3.58
H -2.34 -3.71 -1.74
H -3.75 -4.05 0.82
H 4.26 0.11 2.19
H -2.91 2.93 2.56
H 4.13 -4.11 1.45
H 0.21 -4.24 -0.24
H -3.74 -0.01 -1.86
H 2.63 -4.61 -0.44
H 0.92 -1.46 -3.75
H -2.40 -4.99 0.23
H -0.80 -7.33 5.04
H 6.70 -2.10 -1.58
H 2.50 -2.12 -2.36
H 3.52 3.69 -3.80
H -3.99 0.96 5.15
H 1.46 -0.23 3.16
```


Record 3
Below is a molecular structure, C44H37Cl4IN2O2RuSeSiTe2, with properties calculated with wB97M-V/def2-TZVPD.

Computed properties:
multiplicity = 2
E_tot = -7419.54534 Eh
net charge = -1
F_max = 1.19 eV/A
ΔE to the lowest compared entry with this formula, charge and spin = 0.0 kJ/mol
HOMO level (alpha / beta) = -0.1679 / -0.1695 Ha

XYZ file:
```
95
C44H37Cl4IN2O2RuSeSiTe2 | the Open Molecules 2025 dataset | wB97M-V/def2-TZVPD
I -4.47 3.64 -1.26
Te -0.71 4.24 1.08
Te -0.73 -1.53 -0.93
Ru -0.86 0.70 0.99
Se 0.81 2.14 -0.36
Cl 0.99 2.49 3.86
Cl -7.65 -0.15 1.60
Cl -1.79 5.96 2.54
Cl -2.25 1.85 4.21
Si -0.54 1.24 3.22
O -2.32 1.78 0.06
O -0.09 -0.21 3.94
N -2.49 -0.36 1.65
N 0.56 -0.54 1.75
C -2.55 -1.51 2.31
C -5.12 -1.90 -3.07
C -6.06 0.43 1.18
C 0.57 -1.56 -2.62
C 3.06 0.49 0.24
C -3.66 0.25 1.28
C 2.54 1.78 0.37
C 4.34 0.20 0.70
C -2.58 -1.71 -1.95
C 2.41 -2.57 -3.77
C 1.48 -2.32 4.83
C 1.77 -3.55 -1.56
C -2.19 -4.20 -2.31
C -4.65 -0.67 -2.64
C -4.67 2.03 0.04
C 1.31 -0.69 -4.72
C 3.44 6.84 1.03
C -3.51 1.40 0.46
C -4.94 -1.48 2.35
C 1.68 5.74 2.26
C -0.57 0.50 -3.61
C -3.04 -2.96 -2.40
C 3.16 -3.99 4.41
C 1.56 -2.54 -2.67
C 4.60 2.47 1.42
C -4.32 -3.03 -2.96
C 1.62 5.79 -0.14
C -3.38 -0.58 -2.09
C -4.92 -0.28 1.62
C 3.20 -3.62 3.07
C 2.30 -3.35 5.28
C 0.65 -0.86 2.97
C 1.51 -1.94 3.49
C 2.81 6.50 -0.16
C 3.22 -1.71 -5.99
C 3.33 2.77 0.95
C 2.29 -1.66 -4.81
C 2.38 -2.60 2.62
C -5.94 1.55 0.41
C 1.06 5.39 1.07
C -3.76 -2.10 2.67
C 0.45 -0.60 -3.64
C 5.11 1.19 1.30
C 2.87 6.46 2.24
H 2.40 -2.27 1.58
H 2.95 3.78 1.04
H 3.19 -3.33 -3.81
H -5.26 0.22 -2.72
H 5.19 3.25 1.88
H -1.60 -1.96 2.56
H 2.27 -3.63 6.33
H 2.67 -1.86 -6.92
H -1.96 -4.44 -1.27
H 6.10 0.96 1.67
H 1.14 5.51 -1.07
H -2.71 -5.05 -2.76
H -0.77 0.84 -2.59
H 1.24 5.44 3.20
H 3.87 -4.11 2.38
H -1.24 -4.06 -2.83
H 4.36 7.40 1.02
H 1.90 -3.06 -0.59
H 4.73 -0.81 0.60
H -6.82 2.07 0.07
H 3.95 -2.52 -5.90
H 3.24 6.80 -1.11
H 2.46 -0.29 -0.20
H 1.23 0.05 -5.51
H -0.20 1.36 -4.17
H 3.35 6.72 3.18
H -3.00 0.38 -1.78
H 2.65 -4.15 -1.76
H -1.51 0.18 -4.05
H 3.80 -4.79 4.77
H -4.68 -3.99 -3.31
H 0.91 -4.21 -1.47
H -6.11 -1.99 -3.50
H -3.74 -3.03 3.22
H 0.82 -1.80 5.51
H -5.89 -1.91 2.64
H 3.77 -0.77 -6.09
```


Record 4
Below is a molecular structure, C44H37CuN4O2, with properties calculated with wB97M-V/def2-TZVPD.

Computed properties:
multiplicity = 2
E_tot = -3708.99823 Eh
net charge = -1
F_max = 0.84 eV/A
ΔE to the lowest compared entry with this formula, charge and spin = 38.9 kJ/mol
HOMO level (alpha / beta) = -0.1692 / -0.1820 Ha

XYZ file:
```
88
C44H37CuN4O2 | the Open Molecules 2025 dataset | wB97M-V/def2-TZVPD
Cu 0.39 -0.30 0.34
O -3.31 -0.96 2.22
O 3.65 -1.46 2.74
N -1.73 -0.29 0.67
N 0.13 -2.47 -0.44
N 0.20 -1.05 2.26
N 2.40 -0.81 0.90
C -3.20 1.61 0.45
C -2.82 2.04 1.84
C -4.08 2.39 -0.30
C -2.65 0.45 -0.10
C -0.05 -1.76 4.86
C -1.49 -4.33 0.34
C -1.02 -1.17 2.77
C 3.80 -2.37 -0.34
C -0.89 2.68 -2.11
C -1.25 2.85 -3.44
C 3.44 -1.05 -0.02
C -3.57 -4.93 1.37
C -2.97 0.10 -1.42
C 0.46 1.53 -0.33
C 1.30 -1.26 2.96
C 4.10 0.02 -0.64
C 4.76 -2.59 -1.32
C 0.47 4.89 1.20
C 1.22 -1.62 4.30
C -3.85 0.89 -2.14
C 1.13 6.72 -0.21
C 0.36 1.20 -4.09
C 0.11 1.76 -1.75
C -2.70 -3.95 0.93
C 0.58 6.25 0.97
C 1.57 5.81 -1.16
C -4.42 2.02 -1.59
C 3.19 -3.53 0.39
C -2.05 -6.65 0.63
C -0.57 -3.31 -0.09
C 5.38 -1.54 -1.97
C 0.71 1.02 -2.76
C 0.90 3.96 0.25
C -3.26 -6.28 1.22
C 0.76 2.51 0.54
C -0.62 2.12 -4.44
C -1.16 -5.68 0.20
C 5.06 -0.24 -1.61
C -1.19 -1.54 4.09
C 3.82 1.43 -0.22
C 2.60 -1.16 2.16
C 1.46 4.45 -0.93
C -2.15 -0.79 1.83
C -2.34 -1.10 -2.08
H 3.34 -4.46 -0.18
H 0.93 2.24 1.58
H -5.10 2.63 -2.17
H 2.01 6.16 -2.09
H 0.85 0.61 -4.86
H 6.13 -1.73 -2.74
H -4.50 3.28 0.14
H 2.13 -3.38 0.56
H 1.21 7.78 -0.39
H -1.39 3.24 -1.33
H 2.86 1.77 -0.59
H 5.57 0.59 -2.08
H -4.08 0.61 -3.17
H -2.94 -2.90 1.07
H -1.26 -0.98 -2.17
H -0.90 2.25 -5.47
H -3.29 1.41 2.60
H 5.02 -3.62 -1.57
H -0.14 -2.05 5.90
H -1.80 -7.69 0.52
H 1.46 0.28 -2.49
H 1.82 3.74 -1.67
H 4.59 2.11 -0.59
H -2.76 -1.25 -3.07
H 2.13 -1.78 4.86
H -2.52 -2.00 -1.49
H 0.04 4.53 2.12
H -2.03 3.56 -3.69
H 3.78 1.51 0.87
H -3.94 -7.04 1.56
H 0.24 6.95 1.72
H -1.74 1.96 1.97
H -3.11 3.08 2.01
H -2.19 -1.65 4.49
H -4.50 -4.64 1.83
H 3.66 -3.65 1.37
H -0.22 -5.95 -0.25
```